Record 1
Here is a structure of composition C6H12N4O2 at a distorted geometry from the Open Molecules 2025 dataset. Energies are from the ωB97M-V functional and the def2-TZVPD basis.

Multiplicity: 1
HOMO-LUMO gap in eV: 9.19
E in Ha: -604.8861
ΔE to the lowest compared entry with this formula, charge and spin in kcal per mole: 274.09

Geometry as XYZ:
```
24
Properties=species:S:1:pos:R:3:mulliken_charge:R:1
C 0.412 1.864 -1.125 -1.0551
C 0.196 1.207 0.445 0.2250
C -0.915 0.710 1.092 -1.1324
C -0.776 -1.474 0.477 -0.6523
C 0.632 -1.253 -0.270 0.2579
C 1.563 -2.536 -0.557 -0.9500
H 0.125 1.060 -1.704 0.3999
H -0.218 2.708 -1.394 0.3892
H 1.590 1.984 -1.342 0.2729
H 0.590 1.727 1.494 0.1658
H -0.607 0.567 2.183 0.3205
H -1.488 1.652 1.209 0.3691
H -0.402 -1.727 1.481 0.3308
H -1.402 -2.388 0.146 0.3914
H 0.433 -1.130 -1.394 0.0924
H 1.828 -3.459 0.365 0.2545
H 2.774 -2.004 -0.752 0.2961
H 0.899 -3.178 -1.624 0.2775
N -1.613 -0.488 0.482 0.7460
N 1.099 0.117 0.355 0.6772
N 2.441 0.298 0.205 -0.5992
N -2.905 -0.493 -0.105 -0.2606
O 2.818 1.505 -0.221 -0.4412
O -3.312 0.625 -0.479 -0.3753
```

=====

Record 2
Here is a structure of composition C7H24ClF3GaO10S2 at a distorted geometry from the Open Molecules 2025 dataset. Energies are from the ωB97M-V functional and the def2-TZVPD basis.

Multiplicity: 1
Total charge: -1
HOMO-LUMO gap in eV: 5.11
E in Ha: -4514.1549
ΔE to the lowest compared entry with this formula, charge and spin in kcal per mole: 154.28

Geometry as XYZ:
```
48
Properties=species:S:1:pos:R:3:mulliken_charge:R:1
C -1.912 2.987 -2.344 -0.6730
C -1.532 1.609 -2.830 -0.0190
Ga -0.119 0.557 -1.749 -0.1290
C -0.845 -1.263 -0.970 -0.2901
C -0.738 -1.110 0.662 -0.2847
C -0.526 -2.537 1.466 -0.6055
C 0.897 -2.608 2.277 -0.6129
S 2.379 -3.107 1.248 1.0468
O 3.560 -2.149 1.661 -0.5430
O 2.137 -3.152 -0.279 -0.4429
Cl 2.960 -5.028 1.912 -0.2871
S 1.863 0.243 -2.960 0.8270
O 2.077 1.395 -4.007 -0.6397
O 1.806 -1.156 -3.629 -0.6508
C 3.253 0.402 -1.692 0.5507
F 2.684 -0.095 -0.389 -0.2124
F 3.514 1.877 -1.498 -0.2396
F 4.488 -0.336 -2.050 -0.2320
H -2.967 3.265 -1.901 0.1514
H -1.071 3.805 -2.426 0.2138
H -2.049 1.163 -3.790 0.2609
H 0.304 1.510 -0.497 -0.2467
H -0.218 -2.168 -1.387 0.3471
H -1.979 -1.317 -1.322 0.1274
H -1.759 -0.629 1.020 0.0284
H 0.163 -0.399 0.890 0.1586
H -0.741 -3.493 0.789 0.2867
H -1.383 -2.562 2.296 0.3330
H 1.124 -1.552 2.765 0.3047
H 0.795 -3.382 3.177 0.4371
O -2.597 3.591 0.668 -0.5318
H -2.099 4.379 0.403 0.3561
H -3.043 3.861 1.485 0.2302
O -4.585 1.605 -2.409 -0.5722
H -4.971 0.936 -2.993 0.2718
H -4.923 1.372 -1.531 0.2784
O -1.910 6.484 0.454 -0.6072
H -1.355 6.814 1.177 0.2954
H -2.180 7.286 -0.017 0.2900
O 6.586 -1.726 0.542 -0.6367
H 6.177 -2.432 1.065 0.2963
H 6.070 -1.716 -0.279 0.3291
O 1.393 -2.961 5.321 -0.6025
H 1.383 -3.484 6.136 0.2882
H 2.278 -2.568 5.305 0.3168
O -3.889 -0.437 -0.021 -0.5415
H -4.275 -1.106 -0.606 0.3175
H -4.227 -0.670 0.857 0.2567
```

=====

Record 3
Here is a structure of composition C4H2BrFS at a distorted geometry from the Open Molecules 2025 dataset. Energies are from the ωB97M-V functional and the def2-TZVPD basis.

Multiplicity: 1
HOMO-LUMO gap in eV: 7.61
E in Ha: -3225.4559
ΔE to the lowest compared entry with this formula, charge and spin in kcal per mole: 127.47

Geometry as XYZ:
```
9
Properties=species:S:1:pos:R:3:mulliken_charge:R:1
C -0.381 -0.571 -0.869 -0.0904
C 0.671 -1.072 -0.117 -0.0474
C -1.187 0.503 -0.529 -0.1101
C 0.772 1.261 1.093 -0.1294
F -1.718 1.283 -1.444 -0.1562
S 1.266 -0.346 1.307 0.0617
Br 0.378 2.193 2.667 -0.0525
H -0.840 -1.106 -1.804 0.2527
H 1.040 -2.145 -0.304 0.2716
```